--- P ---
The following is a quantum chemistry calculation of one molecule with the formula C5H9N3, from the Open Molecules 2025 dataset.

Results
HOMO-LUMO gap in eV: 10.2509
LUMO energy in Ha: 0.03571
HOMO level in eV: -9.3
SMILES: [H]/N=C(C)\N=C\N1CC1

Positions of all 17 atoms, in Å:
C: -0.074 -0.440 2.671
C: 0.182 -0.860 1.411
C: -0.822 0.268 -0.387
C: 0.834 1.351 -1.574
C: -0.040 0.426 -2.495
H: -0.782 0.531 2.155
H: -0.921 -1.344 3.072
H: 0.724 -0.191 3.511
H: 0.622 -2.112 0.079
H: -1.895 -0.276 -0.389
H: 1.449 0.601 -0.954
H: 1.197 2.368 -1.867
H: 0.010 -0.675 -2.308
H: -0.596 1.051 -3.240
N: 0.416 -2.092 1.183
N: 0.210 0.056 0.380
N: -0.514 1.338 -1.246

=====

--- Q ---
The following is a quantum chemistry calculation of one molecule with the formula C5H9N3, from the Open Molecules 2025 dataset.

Results
HOMO-LUMO gap in eV: 9.2377
LUMO energy in Ha: 0.03448
HOMO level in eV: -8.3
SMILES: C1=N[C@H]2C[C@H](C2)NN1

Positions of all 17 atoms, in Å:
C: 1.230 -0.428 -1.008
C: 0.345 -1.168 0.062
C: 0.962 -0.222 1.203
C: 1.263 0.791 0.078
C: -1.086 1.165 -0.094
H: 2.178 -0.980 -0.966
H: 0.865 -0.191 -2.023
H: 0.856 -2.159 0.200
H: 0.090 -0.092 2.051
H: 1.982 -0.762 1.492
H: 2.137 1.534 -0.010
H: -1.822 1.933 0.093
H: -2.475 -0.004 0.657
H: -1.394 -1.789 -0.861
N: 0.144 1.591 -0.215
N: -1.762 -0.059 0.013
N: -1.054 -1.291 -0.095

=====

--- R ---
The following is a quantum chemistry calculation of a 2-piece molecular cluster, C5H9N3 overall, from the Open Molecules 2025 dataset.

Results
HOMO-LUMO gap in eV: 8.9090
LUMO energy in Ha: 0.04043
HOMO level in eV: -7.8

Positions of all 17 atoms, in Å:
C: -1.985 -0.280 -0.902
C: -1.703 -0.802 0.371
C: -2.006 1.087 -0.847
C: -1.355 0.229 1.198
C: 2.022 0.173 -1.286
N: -1.540 1.382 0.453
N: 1.243 1.044 0.748
N: 1.430 0.103 0.077
H: -2.041 -0.894 -1.793
H: -1.649 -1.749 0.870
H: -2.575 1.853 -1.260
H: 1.433 -0.114 -2.220
H: 2.467 1.194 -1.551
H: 2.875 -0.504 -1.450
H: -1.433 2.341 0.757
H: -0.717 0.384 2.060
H: 1.067 -0.842 0.382

=====

--- S ---
The following is a quantum chemistry calculation of one molecule with the formula C5H9N3, from the Open Molecules 2025 dataset.

Results
HOMO-LUMO gap in eV: 9.5345
LUMO energy in Ha: 0.04124
HOMO level in eV: -8.4
SMILES: [H]/N=C1\NN[C@H]2CC[C@H]12

Positions of all 17 atoms, in Å:
C: 1.259 -0.516 0.019
C: -0.768 0.652 0.378
C: -2.236 0.181 -0.078
C: -1.587 -1.318 -0.112
C: -0.216 -0.578 -0.051
H: 3.051 -0.834 0.312
H: 2.020 1.110 -0.930
H: 0.308 2.355 0.571
H: -0.631 0.566 1.514
H: -2.606 0.645 -0.953
H: -2.988 0.506 0.638
H: -1.801 -1.964 -1.036
H: -1.888 -1.878 0.927
H: -0.397 -0.143 -1.066
N: 2.141 -1.302 0.145
N: 1.417 0.941 -0.210
N: 0.189 1.662 -0.065

=====

Q is preferred energetically. Next in line: 0.193 eV higher.

=====

--- P ---
The following is a quantum chemistry calculation of C4H9FN3 as an isolated structure, from the Open Molecules 2025 dataset.

Results
HOMO-LUMO gap in eV: 9.4337
LUMO energy in Ha: -0.15655
HOMO level in eV: -13.7
Total charge: +1

Positions of all 17 atoms, in Å:
C: 0.679 -0.553 -0.022
C: 0.054 -0.508 -2.168
C: -0.762 0.907 -1.064
C: 1.408 -0.997 1.175
N: 0.779 -1.081 -1.149
N: -0.076 0.627 0.149
N: -0.860 0.769 1.299
F: -2.144 0.686 -0.945
H: -0.659 -1.070 -2.674
H: 0.771 0.177 -2.713
H: -0.572 1.841 -1.433
H: 1.478 -0.016 1.869
H: 2.321 -1.533 0.949
H: 0.829 -1.740 1.684
H: -0.291 0.612 2.275
H: -1.794 0.218 1.288
H: -1.163 1.662 1.481

=====

--- Q ---
The following is a quantum chemistry calculation of an isolated ion of composition C4H9FN3 and charge +1, from the Open Molecules 2025 dataset.

Results
HOMO-LUMO gap in eV: 8.8669
LUMO energy in Ha: -0.14060
HOMO level in eV: -12.7
SMILES: C=CN(C)/[NH+]=C(\N)F
Total charge: +1

Positions of all 17 atoms, in Å:
C: -0.503 1.744 -0.618
C: -1.119 0.743 0.015
C: 1.898 -0.185 0.112
C: -1.593 -1.649 0.161
N: 1.946 0.995 0.674
N: 0.597 -0.898 -0.198
N: -0.660 -0.543 0.206
F: 2.952 -0.821 -0.296
H: -0.969 2.710 -0.650
H: 0.357 1.611 -1.253
H: -2.067 0.906 0.508
H: -1.888 -1.884 -0.867
H: -1.145 -2.533 0.619
H: -2.485 -1.385 0.724
H: 2.850 1.446 0.768
H: 0.740 -1.826 -0.580
H: 1.090 1.569 0.674

=====

Q is preferred energetically. Next in line: 1.599 eV higher.

=====

--- P ---
The following is a quantum chemistry calculation of a 2-piece molecular cluster, C4H13N3O overall, from the Open Molecules 2025 dataset.

Results
HOMO-LUMO gap in eV: 8.6846
LUMO energy in Ha: 0.00577
HOMO level in eV: -8.5
SMILES: CC(C)(N)O.[H]/N=N\C

Positions of all 21 atoms, in Å:
C: 2.752 0.324 -1.410
C: -0.197 1.000 0.981
N: 1.543 -0.432 -1.279
N: 1.537 -1.552 -0.782
H: 0.082 -1.632 0.220
H: 2.454 -1.917 -0.444
H: 2.591 1.303 -0.954
H: 2.921 0.482 -2.479
H: -0.521 1.971 0.607
H: 0.827 0.807 0.682
H: -0.209 1.004 2.065
H: 3.628 -0.176 -0.962
C: -2.554 -0.006 1.317
C: -1.262 -0.201 0.526
N: -1.549 -0.140 -0.884
O: -0.728 -1.433 0.839
H: -0.700 -0.216 -1.435
H: -2.011 0.726 -1.129
H: -3.264 -0.774 1.020
H: -2.989 0.973 1.123
H: -2.349 -0.111 2.378

=====

--- Q ---
The following is a quantum chemistry calculation of a 2-piece molecular cluster, C4H13N3O overall, from the Open Molecules 2025 dataset.

Results
HOMO-LUMO gap in eV: 9.7736
LUMO energy in Ha: 0.03807
HOMO level in eV: -8.7
SMILES: CC(C)N.C=NON

Positions of all 21 atoms, in Å:
C: -0.357 1.236 0.267
C: 1.300 1.001 0.110
C: -0.748 1.130 1.728
N: -0.771 2.491 -0.283
H: -0.823 0.445 -0.322
H: -0.366 3.275 0.215
H: -0.544 2.576 -1.267
H: -1.836 1.117 1.831
H: 1.542 1.164 -0.937
H: 1.779 0.137 0.557
H: 1.717 1.816 0.699
H: -0.342 0.206 2.144
H: -0.353 1.985 2.283
N: 0.288 -2.156 0.971
C: -0.208 -2.340 -2.496
O: 0.464 -1.720 -0.351
N: -0.374 -2.558 -1.275
H: 0.680 -3.092 1.061
H: -0.718 -2.209 1.148
H: -0.788 -2.919 -3.196
H: 0.457 -1.584 -2.887

=====

P is preferred energetically. Next in line: 2.089 eV higher.

=====

--- P ---
The following is a quantum chemistry calculation of a 3-piece molecular cluster, C4H13N3O overall, from the Open Molecules 2025 dataset.

Results
HOMO-LUMO gap in eV: 4.8139
LUMO energy in Ha: -0.07237
HOMO level in eV: -6.8

Positions of all 21 atoms, in Å:
C: 2.110 -0.191 0.389
C: 0.853 0.506 0.757
C: -0.252 0.218 -0.221
C: -0.826 1.275 -0.869
N: -1.908 1.071 -1.756
N: -0.588 -1.090 -0.340
N: 1.902 -1.573 0.411
H: 2.551 0.179 -0.552
H: 2.966 0.038 1.247
H: 1.026 1.560 0.885
H: 0.530 0.069 1.741
H: -0.512 2.284 -0.624
H: -2.039 1.862 -2.385
H: -2.782 0.924 -1.233
H: 2.579 -2.049 -0.170
H: -0.963 -1.281 -1.266
H: 0.925 -1.732 0.021
H: 3.528 0.340 1.867
H: -3.532 -1.002 1.283
H: -2.326 -0.862 0.330
O: -3.244 -0.547 0.486

=====

--- Q ---
The following is a quantum chemistry calculation of a 2-piece molecular cluster, C4H13N3O overall, from the Open Molecules 2025 dataset.

Results
HOMO-LUMO gap in eV: 9.8011
LUMO energy in Ha: 0.02772
HOMO level in eV: -9.0
SMILES: [H]/N=C\NCCCN.O

Positions of all 21 atoms, in Å:
C: -0.787 0.769 -1.248
C: -1.661 0.516 0.092
C: -0.935 -0.087 1.277
N: 1.607 -1.590 2.427
C: 0.802 -1.913 1.525
N: -0.019 -1.140 0.711
N: 0.190 1.811 -1.131
H: -0.335 -0.181 -1.495
H: -1.496 0.871 -2.113
H: -2.404 -0.214 -0.281
H: -2.033 1.490 0.391
H: -0.367 0.591 1.909
H: -1.583 -0.701 1.962
H: 1.735 -0.673 2.828
H: 0.881 -2.952 1.106
H: -0.162 -1.519 -0.203
H: -0.232 2.713 -0.952
H: 0.859 1.632 -0.391
H: 1.722 0.247 -1.366
H: 1.934 -0.037 -2.924
O: 2.283 0.369 -2.125

=====

--- R ---
The following is a quantum chemistry calculation of C4H13N3O as an isolated structure, from the Open Molecules 2025 dataset.

Results
HOMO-LUMO gap in eV: 8.7379
LUMO energy in Ha: 0.02468
HOMO level in eV: -8.1

Positions of all 21 atoms, in Å:
C: -0.741 -0.788 -0.711
C: -2.163 -0.960 -0.291
O: 0.510 -1.438 1.259
H: 0.839 -2.310 1.004
H: -0.249 -1.743 -0.849
H: -0.651 -0.260 -1.659
H: -2.316 -1.726 0.464
H: -2.775 -1.233 -1.162
H: -2.569 -0.015 0.082
C: -0.288 1.359 1.096
N: 0.329 0.687 -0.047
N: 0.570 1.598 -1.120
C: 1.744 -0.132 0.475
N: 2.593 -0.601 -0.346
H: 1.225 1.184 -1.777
H: 1.026 2.460 -0.818
H: 2.161 -0.906 -1.219
H: 2.061 0.228 1.450
H: -0.578 0.613 1.834
H: 0.428 2.048 1.558
H: -1.157 1.934 0.778

=====

--- S ---
The following is a quantum chemistry calculation of a 2-piece molecular cluster, C4H13N3O overall, from the Open Molecules 2025 dataset.

Results
HOMO-LUMO gap in eV: 9.9116
LUMO energy in Ha: 0.03084
HOMO level in eV: -9.1
SMILES: NC(N)CC=O.CN

Positions of all 21 atoms, in Å:
C: 1.557 -0.444 -0.088
C: -0.472 0.685 -1.144
C: 0.335 -0.611 -0.948
C: -0.555 -0.894 2.317
N: 0.568 -0.040 1.961
N: 0.175 1.678 -1.980
N: -1.724 0.345 -1.801
O: 2.249 -1.367 0.309
H: 1.451 -0.452 2.298
H: 0.439 0.904 2.313
H: 1.931 0.597 -0.029
H: -0.615 1.156 -0.153
H: -2.306 -0.219 -1.195
H: 0.259 1.316 -2.925
H: 1.104 1.891 -1.637
H: -2.227 1.195 -2.026
H: 0.667 -0.970 -1.926
H: -0.294 -1.396 -0.527
H: -0.733 -0.952 3.397
H: -0.348 -1.899 1.952
H: -1.458 -0.523 1.832

=====

S is preferred energetically. Next in line: 0.979 eV higher.

=====

--- P ---
The following is a quantum chemistry calculation of a 2-piece molecular cluster, C4H13N3O overall, from the Open Molecules 2025 dataset.

Results
HOMO-LUMO gap in eV: 9.6367
LUMO energy in Ha: 0.03279
HOMO level in eV: -8.7
SMILES: CNN(C)C(C)=O.N

Positions of all 21 atoms, in Å:
C: 1.852 0.587 -1.436
C: 1.326 -0.099 1.432
N: 0.863 -0.359 -0.939
N: 0.362 -0.040 0.343
H: 1.268 -1.296 -0.932
H: -0.663 1.627 0.287
H: 1.970 0.780 1.428
H: 2.786 0.609 -0.860
H: 2.091 0.309 -2.463
H: 1.401 1.580 -1.441
H: 0.768 -0.143 2.366
H: 1.949 -0.998 1.368
C: -1.695 -1.303 -0.474
C: -1.046 -0.545 0.660
N: -1.744 1.402 0.282
O: -1.336 -0.733 1.834
H: -2.405 1.687 -0.432
H: -2.179 1.406 1.197
H: -1.250 -2.294 -0.548
H: -1.562 -0.777 -1.414
H: -2.757 -1.400 -0.259

=====

--- Q ---
The following is a quantum chemistry calculation of C4H13N3O as an isolated structure, from the Open Molecules 2025 dataset.

Results
HOMO-LUMO gap in eV: 9.4575
LUMO energy in Ha: 0.02403
HOMO level in eV: -8.8

Positions of all 21 atoms, in Å:
C: -0.911 1.948 0.061
C: -1.661 0.354 -0.745
N: 0.137 1.661 0.904
O: -1.967 2.612 0.606
H: -2.131 2.297 1.504
H: -0.611 2.455 -0.851
H: 0.933 1.206 0.389
H: -0.102 1.105 1.716
H: -2.023 -0.153 0.153
H: -1.467 -0.376 -1.534
H: -2.529 0.844 -1.190
C: 0.798 -1.889 0.977
C: 1.552 -1.498 -0.268
N: 1.181 -0.274 -0.790
N: 2.416 -2.306 -0.737
H: 0.051 -0.038 -0.798
H: 1.630 -0.043 -1.668
H: 2.859 -1.960 -1.589
H: 1.093 -2.891 1.275
H: 1.028 -1.193 1.787
H: -0.278 -1.863 0.801

=====

P is preferred energetically. Next in line: 0.315 eV higher.